No. 1
Here is a single C5H9NO molecule from the Open Molecules 2025 dataset. Energies are from wB97M-V/def2-TZVPD.

Geometry as XYZ:
```
16
Properties=species:S:1:pos:R:3:forces:R:3
C 0.265 1.526 -0.767 -0.1 0.1 0.0
C 1.087 0.265 -0.572 0.0 0.1 -0.3
N 1.350 -0.170 0.804 0.2 0.0 0.1
C 0.552 -1.026 -0.064 -0.1 -0.1 -0.1
C -0.894 -1.237 0.333 -0.1 0.0 -0.1
C -1.628 -0.008 0.825 -0.3 0.0 0.0
O -2.744 0.292 0.467 0.4 -0.2 0.2
H 0.563 2.279 -0.031 0.0 0.0 -0.1
H 0.416 1.933 -1.770 0.1 0.0 0.1
H -0.813 1.376 -0.661 0.3 0.0 -0.1
H 1.916 0.171 -1.272 -0.1 0.0 0.1
H 2.296 -0.525 0.911 -0.1 0.1 0.0
H 1.029 -1.927 -0.454 -0.1 0.2 0.1
H -0.911 -1.952 1.169 0.0 0.0 -0.1
H -1.466 -1.660 -0.497 0.0 0.0 0.1
H -1.085 0.605 1.569 -0.1 -0.1 0.0
```
Forces are in eV/Å.

Structure (SMILES): C[C@H]1N[C@H]1CC=O
Molecular weight (g/mol): 99.13
Relative energy (zero: lowest compared OMol25 entry of this formula, charge and spin) (eV): 2.160
Multiplicity: 1
Lowest unoccupied orbital energy (eV): 0.902
E (eV): -8867.05285

---

No. 2
Here is a molecular structure, C29H49BF4N5O4RuSSb from the Open Molecules 2025 dataset. Energies are from wB97M-V/def2-TZVPD.

Geometry as XYZ:
```
95
Properties=species:S:1:pos:R:3:forces:R:3
Ru -0.843 -0.599 -0.932 1.2 0.4 -0.8
C 4.623 -1.560 6.701 0.0 0.0 -0.1
C 3.353 -1.375 5.909 0.1 0.0 0.1
C 2.628 -2.473 5.457 -0.1 -0.1 -0.1
C 1.430 -2.316 4.776 0.0 0.0 0.0
C 0.931 -1.042 4.530 0.0 0.1 0.1
C 1.649 0.062 4.968 0.0 -0.1 0.1
C 2.853 -0.106 5.643 -0.1 0.1 0.0
S -0.646 -0.795 3.698 0.1 0.2 0.1
O -0.844 0.641 3.786 0.0 0.0 0.0
O -1.590 -1.634 4.401 0.0 0.0 0.1
N -0.411 -1.138 2.202 -0.1 -0.3 -0.3
C -0.396 -2.392 1.639 0.2 0.1 0.1
C -0.671 -3.599 2.310 -0.1 0.0 0.1
C -0.563 -4.793 1.635 0.0 0.0 0.0
C -0.190 -4.804 0.295 0.1 0.0 0.1
C 0.033 -3.587 -0.306 0.2 0.1 -0.2
N -0.056 -2.412 0.327 -0.7 0.2 0.2
H 4.568 -2.457 7.318 0.0 0.0 0.0
H 4.803 -0.706 7.355 0.0 0.0 0.0
H 5.490 -1.666 6.045 0.0 0.0 0.0
H 2.998 -3.472 5.659 0.0 0.0 0.0
H 0.873 -3.185 4.454 0.0 0.0 0.0
H 1.219 1.043 4.811 0.0 0.0 0.0
H 3.397 0.765 5.997 0.0 0.0 0.0
H -1.036 -3.563 3.326 0.1 0.0 0.0
H -0.779 -5.722 2.150 0.0 0.0 0.0
H -0.100 -5.720 -0.270 0.0 0.0 0.0
H 0.303 -3.518 -1.353 -0.1 0.0 0.0
C 1.755 2.804 1.673 -0.1 0.0 0.0
C 0.614 2.067 0.932 0.1 0.0 0.0
N 1.181 1.175 -0.070 0.2 -0.6 0.5
C 1.899 0.067 0.598 0.0 0.1 -0.2
C 2.865 0.617 1.655 0.0 -0.1 0.0
N 3.037 2.078 1.362 0.0 0.1 0.0
C 3.389 2.238 -0.094 0.0 0.0 -0.1
C 2.126 1.901 -0.910 -0.2 0.0 -0.1
H 1.614 2.795 2.753 0.1 -0.1 0.0
H 1.881 3.833 1.337 0.1 0.0 0.0
H -0.027 2.798 0.436 0.0 0.0 0.0
H 0.004 1.483 1.623 0.0 0.0 0.0
H 2.421 -0.509 -0.161 0.0 0.0 0.0
H 1.168 -0.557 1.092 0.0 0.0 0.0
H 3.847 0.146 1.615 0.0 0.0 0.0
H 2.462 0.527 2.664 0.0 0.1 0.0
H 3.783 2.454 1.938 0.0 0.0 0.0
H 4.197 1.541 -0.315 0.0 0.0 0.1
H 3.734 3.259 -0.255 0.0 0.0 0.1
H 2.390 1.299 -1.775 0.0 0.0 0.0
H 1.644 2.811 -1.269 0.0 0.0 0.0
C 0.284 4.118 -3.780 0.0 -0.1 -0.1
C 0.196 2.741 -4.442 0.1 0.3 0.2
Sb -0.712 1.236 -3.175 -0.3 -0.5 -0.2
C -0.680 -0.331 -4.644 0.1 0.0 -0.2
C -1.005 0.076 -6.079 0.0 0.0 0.1
C -2.772 1.792 -3.542 0.0 0.2 0.0
C -3.075 2.827 -4.624 0.0 -0.1 0.1
H 0.741 4.859 -4.443 0.0 0.0 0.0
H 0.885 4.085 -2.867 0.0 0.0 0.0
H -0.703 4.494 -3.503 0.0 0.0 0.0
H 1.191 2.366 -4.689 0.0 0.0 0.0
H -0.389 2.800 -5.360 0.0 0.0 0.0
H -1.389 -1.067 -4.267 0.0 0.0 0.0
H 0.311 -0.780 -4.589 0.0 0.0 0.0
H -1.997 0.524 -6.159 0.0 0.0 0.0
H -0.990 -0.801 -6.733 0.0 0.0 0.0
H -0.277 0.787 -6.475 0.0 0.0 0.0
H -3.162 2.131 -2.581 0.0 0.0 0.0
H -3.272 0.845 -3.761 0.0 0.0 0.0
H -2.664 3.808 -4.375 0.0 0.0 0.0
H -4.155 2.953 -4.747 0.0 0.0 0.0
H -2.670 2.539 -5.595 0.0 0.0 0.0
C -3.586 -1.527 0.758 0.2 0.1 0.0
C -3.573 -0.097 0.194 -0.2 -0.1 -0.1
C -4.485 -0.064 -1.042 0.0 0.1 0.0
C -4.126 0.857 1.257 0.1 0.0 0.0
C -2.157 0.319 -0.196 -0.8 -0.3 0.7
H -4.615 -1.889 0.827 0.0 0.0 0.1
H -3.138 -1.552 1.754 0.0 0.0 0.0
H -3.036 -2.209 0.110 0.0 0.0 0.0
H -5.466 -0.478 -0.792 0.0 0.1 0.0
H -4.061 -0.661 -1.846 0.0 0.0 0.0
H -4.620 0.957 -1.406 0.0 0.0 0.0
H -5.120 0.534 1.580 0.0 0.0 0.0
H -4.209 1.876 0.865 0.0 0.0 0.0
H -3.471 0.874 2.132 0.0 0.0 0.0
H -1.869 1.296 0.236 0.0 0.2 -0.2
O -3.428 -3.388 -1.984 -0.1 -0.1 -0.1
N -2.871 -2.559 -2.667 0.6 0.3 0.3
O -1.735 -2.136 -2.178 -0.4 -0.3 -0.2
F 3.659 -0.850 -2.012 -0.1 0.0 0.0
B 2.578 -0.992 -2.927 0.0 0.1 0.1
F 2.443 0.228 -3.631 0.0 0.0 0.0
F 2.787 -2.043 -3.796 0.0 0.0 0.0
F 1.391 -1.202 -2.162 0.1 -0.1 -0.1
```
Forces are in eV/Å.

Molecular weight (g/mol): 873.44
Relative energy (zero: lowest compared OMol25 entry of this formula, charge and spin) (eV): 0.699
Multiplicity: 2
Lowest unoccupied orbital energy (alpha / beta) (eV): 1.262 / 1.250
Charge: -1
E (eV): -78012.13951

---

Calculated max |F| in order - 0.0091, 0.0289 Eh/bohr